No. 1
Formula: C34H64Cl4O24
Source: the Open Molecules 2025 dataset
Level of theory: ωB97M-V/def2-TZVPD

Geometry (Å):
C -1.0712 0.3172 -4.2270
C -0.1896 -0.6262 -5.0213
O -0.9887 -1.6392 -5.6936
C -1.8613 -1.4724 -6.7058
O -2.7163 -2.2996 -7.0906
O -1.7164 -0.2944 -7.2964
C -2.6716 0.0884 -8.3127
H -1.9619 0.4731 -4.8355
H -0.4696 1.1780 -3.9351
H -1.3841 -0.1389 -3.2878
H 0.3644 -0.9919 -4.1568
H 0.4907 -0.0216 -5.6211
H -2.4725 -0.4450 -9.2422
H -2.6212 1.1587 -8.5124
H -3.7118 -0.1983 -8.1580
C 1.6124 4.7219 2.7308
C 0.3921 4.9392 3.6813
O -0.8994 4.6753 3.2294
C -1.4506 3.4733 3.1645
O -0.8268 2.4462 3.4649
O -2.6471 3.5856 2.5869
C -3.3896 2.4108 2.3644
H 1.5565 3.7406 2.2596
H 2.4980 4.7814 3.3635
H 1.5797 5.4526 1.9228
H 0.4749 5.9603 4.0538
H 0.5718 4.2560 4.5114
H -3.0022 1.7374 1.5998
H -4.4538 2.5432 2.1696
H -3.5083 1.9176 3.3291
C -3.7029 -3.4848 -2.0959
C -3.0216 -2.2457 -1.7159
O -4.0285 -1.2007 -2.0107
C -3.7809 0.1329 -1.7661
O -2.8935 0.6014 -1.0526
O -4.7807 0.7729 -2.3471
C -4.7177 2.2055 -2.3691
H -2.9993 -4.2794 -2.3447
H -4.1583 -3.3633 -3.0787
H -4.6220 -3.7766 -1.5878
H -2.1646 -2.0903 -2.3712
H -2.5772 -2.1354 -0.7267
H -3.7875 2.5640 -2.8100
H -4.7493 2.5600 -1.3389
H -5.6763 2.4521 -2.8256
C 4.3769 2.0557 0.6621
C 3.6913 2.0581 2.0696
O 4.4243 1.2632 3.0202
C 4.4799 -0.0935 2.9697
O 3.8435 -0.8782 2.2092
O 5.3636 -0.4824 3.9039
C 5.8523 -1.7678 3.8483
H 5.4448 2.2573 0.7457
H 3.9331 2.8992 0.1333
H 4.1793 1.1695 0.0590
H 2.7495 1.5134 2.0036
H 3.6383 3.0838 2.4345
H 5.0859 -2.5067 4.0822
H 6.5870 -1.9725 4.6271
H 6.2200 -2.0814 2.8712
C -3.7554 -1.5809 4.0919
C -3.2271 -1.3716 2.6255
O -4.2100 -1.8565 1.6159
C -5.2955 -1.1786 1.2434
O -5.6549 -0.1020 1.6430
O -5.8257 -1.8713 0.2954
C -6.9654 -1.4728 -0.4392
H -4.6771 -1.0218 4.2527
H -3.0141 -1.3660 4.8616
H -3.9131 -2.6518 4.2204
H -2.3794 -2.0514 2.5393
H -2.8988 -0.3614 2.3810
H -7.1359 -2.3180 -1.1059
H -6.7992 -0.5677 -1.0234
H -7.8248 -1.3441 0.2187
C 3.1415 -2.7536 -3.6000
C 4.2641 -1.7349 -3.8098
O 5.0531 -1.6507 -2.6349
C 5.9193 -0.6193 -2.3652
O 6.0496 0.3376 -3.1379
O 6.6181 -0.8136 -1.1637
C 6.3479 -1.9029 -0.2891
H 2.3996 -2.1428 -3.0856
H 3.4536 -3.6578 -3.0774
H 2.7082 -2.9532 -4.5801
H 3.7990 -0.7926 -4.0995
H 4.8109 -2.1347 -4.6638
H 6.4271 -2.8652 -0.7949
H 5.4049 -1.8206 0.2514
H 7.0393 -1.9562 0.5519
O -0.1951 3.6336 -0.3576
C -1.2109 4.3576 -0.4371
O -2.3787 4.0777 -1.1595
C -3.2803 5.1974 -1.0406
C -2.6563 5.8596 0.2611
O -1.2919 5.5804 0.2033
H -3.2275 5.8499 -1.9121
H -4.3275 4.9113 -0.9432
H -3.0411 5.3714 1.1564
H -2.9746 6.8710 0.5139
O 6.0551 -4.4369 1.4693
C 4.8888 -4.3435 1.2592
O 4.0011 -4.1261 2.1951
C 2.6397 -4.0239 1.6591
C 2.9505 -3.7052 0.2067
O 4.2441 -4.2821 0.0675
H 2.2170 -5.0041 1.8796
H 2.1169 -3.2617 2.2368
H 2.9800 -2.6583 -0.0954
H 2.2136 -4.1944 -0.4303
Cl 0.0890 -1.8070 1.6298
C 0.0381 -0.0263 1.1231
C 1.0891 0.0944 -0.0133
Cl 0.6911 -0.9413 -1.4171
H 0.2830 0.6096 1.9738
H -0.9499 0.2091 0.7276
H 2.0852 -0.1432 0.3603
H 1.2286 1.1057 -0.3954
Cl -0.3117 -2.8724 4.7572
C 0.4426 -1.3452 5.5262
C 1.7056 -0.9839 4.7445
Cl 2.0669 0.7910 5.0394
H 0.5290 -1.5834 6.5863
H -0.2284 -0.4862 5.5319
H 1.3827 -1.0194 3.7040
H 2.5409 -1.6580 4.9340

Forces on atoms 1 to 2 (eV/Å):
C -0.70 -0.34 -0.23
C -0.64 1.24 0.93

* electronic energy: -4980.399723 Eh
* HOMO energy: -10.51 eV
* F_max: 4.82 eV Å⁻¹
* structure (SMILES): CCOC(=O)OC.CCOC(=O)OC.CCOC(=O)OC.CCOC(=O)OC.CCOC(=O)OC.CCOC(=O)OC.O=C1OCCO1.O=C1OCCO1.ClCCCl.ClCCCl
* orbital gap: 10.818 eV

---

No. 2
Formula: C34H64ClN2O6S
Source: the Open Molecules 2025 dataset
Level of theory: ωB97M-V/def2-TZVPD

Geometry (Å):
C 6.9250 -4.7503 2.9721
H 7.5725 -5.2605 3.6811
C 7.1610 -3.2455 3.0303
C 6.3715 -2.4730 1.9730
C 4.8621 -2.5224 2.2013
C 4.0843 -1.5634 1.2987
C 4.2170 -1.8435 -0.1998
C 3.6381 -3.1927 -0.6189
C 3.7207 -3.4028 -2.1294
C 3.0728 -4.7152 -2.5773
C 1.5436 -4.6673 -2.6311
C 1.0279 -3.8997 -3.8480
C -0.4904 -3.9706 -4.0154
C -1.2434 -3.2741 -2.8838
H -0.8108 -2.2806 -2.7384
C -2.7340 -3.1374 -3.1897
H -2.8815 -2.4073 -3.9879
H -3.1257 -4.0953 -3.5337
C -3.5489 -2.7106 -1.9528
C -2.9529 -1.4657 -1.3757
O -3.1320 -0.3397 -1.8009
O -2.1570 -1.7420 -0.3507
C -1.4626 -0.6975 0.3322
C -0.3463 -0.0742 -0.5270
O -0.8120 0.9416 -1.3816
H -1.6336 0.6075 -1.7908
C 0.7778 0.4978 0.3834
O 1.3019 1.7061 -0.1065
H 1.5638 1.5755 -1.0257
C 0.3247 0.7286 1.8373
O -0.2009 -0.4535 2.4095
C -0.8410 -1.3534 1.5603
H -1.6029 -1.8653 2.1560
S 0.3171 -2.6647 0.9693
C 0.7122 -3.4035 2.5744
H -0.1546 -3.9399 2.9495
H 1.0085 -2.6126 3.2564
H 1.5360 -4.0889 2.4070
C -0.6714 1.9098 2.0513
N -1.0576 2.5441 0.8148
C -2.3106 2.6671 0.4225
O -3.2978 2.2075 0.9874
C -2.5411 3.4767 -0.8691
N -4.0068 3.3784 -1.1065
C -4.4066 2.6135 -2.2899
H -5.4926 2.5851 -2.3551
H -4.0108 3.0850 -3.1885
H -4.0345 1.5920 -2.2222
C -4.5724 4.7454 -1.0477
H -5.5828 4.7200 -0.6436
C -3.5862 5.5331 -0.1851
C -3.6863 7.0463 -0.3568
C -5.0300 7.6341 0.0796
C -5.3236 7.4331 1.5616
H -6.2192 7.9814 1.8398
H -5.4864 6.3854 1.8021
H -4.4985 7.8017 2.1658
H -5.0065 8.7045 -0.1294
H -5.8365 7.2052 -0.5183
H -2.8922 7.5075 0.2323
H -3.5122 7.3000 -1.4051
C -2.2450 4.9636 -0.6607
H -1.4549 5.1238 0.0694
H -1.9510 5.4320 -1.6008
H -3.7280 5.2766 0.8674
H -4.5987 5.1609 -2.0582
H -4.2935 2.8385 -0.2330
H -1.9705 3.0324 -1.6849
H -0.2884 2.8366 0.2207
C -0.0641 2.9630 2.9959
C 0.0012 2.4870 4.4338
H -0.9992 2.2914 4.8136
H 0.4694 3.2415 5.0610
H 0.5794 1.5692 4.5015
H 0.9172 3.2684 2.6234
Cl -1.0852 4.4374 2.9267
H -1.5831 1.5125 2.5132
H 1.2328 0.9460 2.4109
H 1.5720 -0.2612 0.4313
H 0.0862 -0.8941 -1.1240
H -2.1878 0.0697 0.6320
H -3.5129 -3.4978 -1.2013
H -4.5803 -2.5155 -2.2467
H -1.1122 -3.8304 -1.9550
H -0.8017 -5.0154 -4.0681
H -0.7598 -3.4968 -4.9628
H 1.4921 -4.3158 -4.7448
H 1.3282 -2.8518 -3.7806
H 1.1640 -5.6900 -2.6831
H 1.1617 -4.2171 -1.7137
H 3.3810 -5.5053 -1.8895
H 3.4474 -4.9811 -3.5681
H 4.7729 -3.4091 -2.4228
H 3.2467 -2.5642 -2.6430
H 4.1871 -3.9962 -0.1267
H 2.5969 -3.2506 -0.2936
H 3.6938 -1.0524 -0.7468
H 5.2669 -1.7910 -0.4903
H 4.4271 -0.5432 1.4937
H 3.0270 -1.6173 1.5730
H 4.6566 -2.2533 3.2412
H 4.4981 -3.5382 2.0484
H 6.6949 -1.4289 1.9877
H 6.6104 -2.8823 0.9902
H 6.8973 -2.8747 4.0236
H 8.2250 -3.0510 2.8784
H 7.1425 -5.1310 1.9764
H 5.8952 -4.9959 3.2190

Forces on atoms 1 to 2 (eV/Å):
C 0.06 0.22 0.11
H 0.01 -0.13 0.04

* electronic energy: -2753.126473 Eh
* HOMO energy: -11.05 eV
* F_max: 1.08 eV Å⁻¹
* orbital gap: 9.158 eV
* relative energy (zero: lowest compared OMol25 entry of this formula, charge and spin): 8.7 kcal per mole
* charge: +1